Here is 11 unconnected molecules or ions with the total composition C17H39N7O28S3 in a non-equilibrium geometry from the Open Molecules 2025 dataset. Energies are from ωB97M-V with the def2-TZVPD basis set.

XYZ file:
```
94
Properties=species:S:1:pos:R:3:forces:R:3:mulliken_charge:R:1
C -1.6205 -0.9400 -4.7700 0.0 -0.2 1.2 -0.65
N -2.6410 -1.7041 -5.5287 0.8 1.8 -1.4 0.98
O -2.6077 -1.5886 -6.7310 0.3 -0.4 -1.0 -0.60
O -3.5287 -2.2099 -4.9250 -1.0 -1.1 1.3 -0.54
H -1.0837 -1.6531 -4.1443 -0.2 0.0 0.1 0.27
H -2.2768 -0.3285 -4.1508 0.5 0.2 0.2 0.27
H -0.9066 -0.3366 -5.3307 -0.5 -0.3 -0.5 0.31
C -1.0101 5.5212 -1.9689 0.5 0.4 -1.1 -0.85
N -1.4391 4.5062 -0.9706 -1.1 0.5 -0.6 0.90
O -2.6270 4.2093 -0.9452 0.6 0.3 -0.1 -0.54
O -0.5902 3.9986 -0.2968 0.7 -0.4 0.6 -0.36
H -1.6079 6.4324 -1.9882 -0.3 -0.4 0.4 0.32
H -1.0920 5.0484 -2.9476 -0.3 -0.1 0.1 0.29
H 0.0416 5.7924 -1.8765 -0.2 -0.2 0.7 0.25
C 2.7981 4.2142 -1.0498 0.4 1.0 -1.2 -0.41
N 3.1228 4.7992 0.2730 1.0 0.0 1.9 1.03
O 4.0847 4.3190 0.8773 -0.9 -0.1 -1.1 -0.53
O 2.4907 5.7270 0.7410 -0.6 -0.1 -0.8 -0.61
H 3.7726 4.1147 -1.5277 -0.1 -1.1 0.2 0.32
H 2.3469 4.9515 -1.7139 -0.4 0.4 0.6 0.29
H 2.1177 3.3643 -0.9970 0.7 -0.1 0.4 0.04
C 0.8762 3.4075 3.3647 -2.1 -0.2 0.0 -0.95
N 1.5265 2.2947 2.5778 1.1 0.6 1.3 0.87
O 1.6173 2.4894 1.3800 0.0 -0.4 0.3 -0.26
O 1.9623 1.3260 3.2057 -0.8 1.2 -1.2 -0.53
H 1.1560 4.4482 3.2013 1.2 -0.5 -0.3 0.33
H 0.7161 3.1640 4.4150 0.7 -0.2 -0.2 0.36
H -0.1322 3.4349 2.9517 -0.2 -0.3 -0.1 0.19
C 1.6002 3.5453 -5.0047 -0.6 0.7 -0.1 -0.70
N 1.6060 2.2265 -4.3134 0.9 1.2 -1.8 1.01
O 0.8358 1.3925 -4.6704 -1.7 -1.1 -0.5 -0.52
O 2.4415 2.0800 -3.4883 1.5 -0.2 2.1 -0.52
H 1.0817 4.1777 -4.2840 -0.2 0.2 -0.3 0.12
H 1.0746 3.4615 -5.9559 -0.1 0.0 0.3 0.32
H 2.5830 3.9882 -5.1658 0.1 -0.7 0.3 0.30
C -3.6843 2.2550 1.3009 0.1 -0.2 1.3 -1.00
N -2.4764 1.3767 1.2537 3.5 -0.7 0.2 0.64
O -1.5376 1.5281 2.0671 -2.3 1.0 -0.1 -0.40
O -2.3017 0.5380 0.3934 -1.8 0.1 -0.7 -0.37
H -4.2330 1.9177 2.1802 -0.1 -0.2 -0.1 0.35
H -4.3291 2.1919 0.4243 0.7 0.0 0.0 0.30
H -3.3115 3.2376 1.5903 -0.1 0.0 -0.6 0.36
C -3.3774 -2.4358 -0.8059 -0.6 0.2 -0.3 -0.57
N -3.0330 -3.4453 -1.8410 0.5 -2.0 -0.2 0.98
O -3.7335 -4.4609 -1.9137 0.7 1.8 -0.2 -0.54
O -1.9636 -3.3118 -2.4416 -1.2 0.1 0.4 -0.53
H -2.6527 -2.5803 -0.0046 -0.1 0.2 -0.1 0.02
H -4.3913 -2.6402 -0.4620 0.3 -0.1 0.0 0.47
H -3.3272 -1.4446 -1.2564 0.3 -0.1 0.1 0.21
O 1.7669 -2.1434 4.1500 -3.6 -0.1 -0.1 -0.61
C 0.5237 -2.1446 4.0852 3.9 0.8 0.7 0.48
O -0.2146 -3.1624 4.5845 1.6 0.1 0.3 -0.37
C -1.5565 -3.0203 4.2163 -0.7 -0.6 -0.2 -0.73
C -1.5377 -1.9814 3.1342 -1.6 1.1 -1.3 1.02
C -0.3783 -1.0810 3.4453 0.8 -1.0 0.5 0.59
H -2.1578 -2.7403 5.0813 0.0 0.1 0.1 0.31
H -1.8788 -4.0056 3.8795 -0.3 0.2 0.0 0.19
H -2.4668 -1.4113 3.1391 -0.2 -0.1 -0.2 0.52
H -1.3998 -2.3664 2.1238 -0.1 -0.4 0.2 -0.99
H -0.7186 -0.3030 4.1288 0.6 0.0 0.3 0.48
H 0.1749 -0.6536 2.6090 -0.4 0.1 0.1 -0.92
C 4.4118 -0.4020 1.9393 -2.5 0.0 0.4 -0.03
C 4.6912 0.9663 1.4165 -0.6 0.3 -0.1 0.47
O 5.7778 0.7885 0.5482 2.2 -0.8 -1.2 -0.35
S 6.6317 -0.6040 0.8098 0.0 0.1 0.6 1.00
O 7.9620 -0.3318 1.3726 -3.0 -0.5 -1.3 -0.54
O 6.4876 -1.4858 -0.3480 0.2 1.8 2.2 -0.52
O 5.6182 -1.0383 2.0503 3.4 -0.9 -0.5 -0.41
H 3.7751 -1.0223 1.3086 -0.3 0.3 -0.3 0.14
H 3.9205 -0.2981 2.9068 0.2 -0.4 0.1 0.29
H 4.9398 1.6573 2.2220 0.2 0.1 0.0 0.23
H 3.8581 1.3616 0.8352 0.1 0.0 0.1 -0.34
C -1.5469 -5.9746 0.3087 0.3 0.1 -0.9 -0.20
C -1.2158 -5.7014 1.8046 -0.8 0.1 -1.6 0.58
O -2.4478 -5.9631 2.4803 -1.8 -0.2 0.1 -0.34
S -3.7896 -5.7316 1.5097 -0.7 0.2 -1.2 1.08
O -4.1646 -4.3162 1.3950 1.2 -2.3 0.7 -0.48
O -4.8949 -6.6633 1.7955 3.4 1.8 -0.5 -0.59
O -2.9535 -6.1192 0.1235 -1.6 0.0 2.2 -0.33
H -1.1121 -6.8889 -0.0952 0.1 -0.1 0.4 0.31
H -1.2359 -5.1702 -0.3579 0.2 0.2 0.2 0.11
H -0.9584 -4.6521 1.9486 0.3 -0.2 0.1 -0.50
H -0.4244 -6.3966 2.0846 -0.3 0.2 0.6 0.34
C -0.2744 -0.1109 -1.9316 0.5 1.3 0.3 -0.56
C 0.4162 0.8716 -0.9036 -0.2 -1.0 -0.6 1.45
O 0.8300 -0.0110 0.1652 0.7 -0.7 1.0 0.16
S 0.9000 -1.6235 -0.2658 -0.6 2.8 -0.9 0.65
O 0.5587 -2.5865 0.7709 0.2 2.1 -1.8 -0.44
O 2.1364 -1.7300 -0.9919 -1.3 -0.6 0.4 -0.61
O -0.4091 -1.3159 -1.2349 0.7 -2.5 0.7 0.01
H 0.2808 -0.2465 -2.8597 0.4 0.0 0.3 0.46
H -1.2600 0.2552 -2.2189 -0.1 -0.2 0.4 0.24
H -0.2238 1.6641 -0.5157 -0.3 -0.6 0.4 -0.47
H 1.2224 1.4321 -1.3768 0.6 -0.7 0.1 -0.92
```
Positions in Å, forces in eV/Å.

The LUMO energy is -1.23 eV. The largest force on an atom comes out at 4.00 eV/A. The calculation puts the energy above the lowest of the compared OMol25 structures with the same formula, charge and spin at 0.0 kJ/mol. The structure (SMILES) is C[N+](=O)[O-].C[N+](=O)[O-].C[N+](=O)[O-].C[N+](=O)[O-].C[N+](=O)[O-].C[N+](=O)[O-].C[N+](=O)[O-].O=S1(=O)OCCO1.O=S1(=O)OCCO1.O=S1(=O)OCCO1.O=C1CCCO1.